1.
C23H55N3O2P4Ru as an isolated structure in a non-equilibrium geometry. Source: the OMol25 dataset; level of theory: wB97M-V/def2-TZVPD.

Summary:
- energy above the lowest of the compared OMol25 structures with the same formula, charge and spin (eV) = 1.128
- ⟨S²⟩ = 6.05
- 2S+1 = 5
- net charge = +4
- E_HOMO (spin up / spin down) (eV) = -18.40 / -19.13
- E (eV) = -73003.3759
- orbital gap (spin up / spin down) (eV) = 5.94 / 5.42

Each line ends with the Mulliken charge.
Element x y z (Å)
Ru  1.6591  0.9940  -2.2067  -0.596
P  2.5681  1.1615  0.0188  0.938
P  -0.2709  1.9570  -1.3994  1.588
P  3.0764  -0.5882  -2.8641  1.323
H  -1.1667  -2.0198  -0.4254  0.116
C  -0.2258  -2.6000  -0.2729  -0.851
C  0.4785  -2.3844  0.8594  0.030
H  0.1300  -1.6559  1.5862  -0.149
C  1.6794  1.3685  1.5536  -0.581
C  3.1985  2.7079  -0.5353  -1.210
C  3.9145  0.0543  0.4884  -1.383
C  -1.9899  1.3349  -1.5686  -1.159
C  -0.5367  3.0591  0.0730  -0.808
C  -0.0511  3.1101  -2.8039  -1.658
C  3.6775  -2.0839  -1.9765  -1.286
C  4.4917  0.5622  -3.0640  -1.532
C  2.7908  -1.1933  -4.5513  -1.249
H  0.1487  -3.2274  -1.0689  0.395
H  1.5434  -2.7181  0.9049  0.405
H  0.7111  0.8410  1.5824  -0.457
H  1.4888  2.4342  1.7280  0.544
H  2.2834  0.9668  2.3674  0.738
H  2.4094  3.4787  -0.5104  0.334
H  3.5926  2.6138  -1.5633  0.363
H  3.9856  2.9166  0.1897  0.498
H  3.5496  -0.9757  0.6169  0.292
H  4.3139  0.4155  1.4389  0.651
H  4.7184  0.0429  -0.2634  0.360
H  -2.3138  1.4480  -2.6066  0.312
H  -2.6772  1.8986  -0.9293  0.501
H  -2.0448  0.2726  -1.2898  0.072
H  -1.3803  3.7315  -0.1185  0.611
H  0.3380  3.6755  0.2964  0.436
H  -0.7936  2.4500  0.9508  -0.302
H  -0.9651  3.6826  -2.9038  0.451
H  0.1149  2.5405  -3.7323  0.538
H  0.7890  3.7762  -2.6340  0.399
H  4.1085  -2.7808  -2.6988  0.474
H  2.8394  -2.5726  -1.4633  0.302
H  4.4488  -1.8450  -1.2341  0.455
H  5.0833  0.1461  -3.8855  0.518
H  5.0864  0.6524  -2.1486  0.280
H  4.0511  1.5336  -3.3494  0.545
H  3.7505  -1.1833  -5.0857  0.581
H  2.0751  -0.5221  -5.0438  0.327
H  2.3872  -2.2158  -4.5133  0.388
C  -0.8079  -0.7337  -4.4154  0.686
C  -2.0256  -0.2601  -4.9819  -0.459
C  -2.5800  -1.0209  -5.9657  -0.548
C  -2.0755  -2.3300  -6.2002  -0.277
C  -1.0368  -2.9212  -5.4133  -0.742
C  -0.5048  -2.1166  -4.4017  -0.245
O  0.0865  0.1497  -4.0994  -0.448
H  2.0440  0.0532  -0.7430  0.342
H  -2.2782  0.7821  -4.7803  0.374
H  -3.4107  -0.6232  -6.5404  0.459
H  -2.5093  -2.9435  -7.0194  0.413
H  -0.6740  -3.9316  -5.6136  0.479
H  0.2897  -2.5042  -3.7596  0.448
C  0.2424  -0.5338  5.1684  -1.012
N  -0.8912  -1.0609  4.4099  0.248
C  -0.6754  -2.4241  3.9223  -1.258
P  -1.7582  -0.0082  3.4168  0.013
O  -1.1922  0.4479  2.1198  -0.505
N  -3.1144  -0.9457  3.1069  0.445
C  -3.9021  -0.6658  1.9100  -0.703
C  -3.8395  -1.6071  4.1747  -0.922
N  -1.9693  1.2599  4.4796  0.233
C  -2.1834  2.6062  3.9571  -0.666
C  -2.6070  1.0246  5.7750  -0.899
H  0.3513  -1.1315  6.0796  0.361
H  0.0593  0.5038  5.4412  0.411
H  1.1803  -0.5980  4.5985  0.222
H  -0.5890  -3.0939  4.7969  0.373
H  -1.5062  -2.7557  3.3013  0.430
H  0.2588  -2.5194  3.3430  0.471
H  -4.3735  -1.5981  1.5792  0.380
H  -4.6939  0.0724  2.1106  0.321
H  -3.2573  -0.2949  1.1043  0.063
H  -4.3122  -2.5071  3.7552  0.409
H  -3.1638  -1.9134  4.9759  0.325
H  -4.6321  -0.9635  4.5825  0.363
H  -3.1585  2.7035  3.4507  0.304
H  -2.1627  3.3154  4.8035  0.374
H  -1.3906  2.8839  3.2615  0.112
H  -3.7080  0.9639  5.6890  0.336
H  -2.2289  0.1055  6.2438  0.318
H  -2.3659  1.8737  6.4327  0.423

Forces on atoms 1 to 2 (eV/Å):
-1.49 -1.21 1.15
0.92 -0.07 2.10


2.
C23H56FN2O7Pd as an isolated structure in a non-equilibrium geometry. Source: the OMol25 dataset; level of theory: wB97M-V/def2-TZVPD.

Summary:
- energy above the lowest of the compared OMol25 structures with the same formula, charge and spin (eV) = 2.570
- ⟨S²⟩ = 2.01
- 2S+1 = 3
- net charge = -1
- E_HOMO (spin up / spin down) (eV) = -3.91 / -3.27
- E (eV) = -48264.2832
- orbital gap (spin up / spin down) (eV) = 6.69 / 6.02

Each line ends with the Mulliken charge.
Element x y z (Å)
Pd  -0.3010  -0.2473  0.0596  0.984
C  0.7185  -3.5698  2.1931  -1.941
C  1.0584  -2.5299  3.2374  1.367
C  2.5522  -2.7868  3.4640  -1.306
C  3.2441  -1.7512  4.2997  -0.759
C  2.9803  -0.3422  3.7853  -0.786
C  1.4648  -0.0332  3.5015  1.713
N  0.7919  -1.1247  2.7312  1.225
O  -0.5176  -0.8773  2.3141  -0.951
C  1.5534  1.2222  2.5596  -1.580
C  0.8076  0.4053  4.8321  -1.899
C  0.3094  -2.8792  4.5680  -1.572
H  0.7430  -4.5432  2.6831  0.527
H  1.3998  -3.7071  1.3534  0.242
H  -0.2874  -3.4768  1.7836  0.293
H  3.0919  -2.9463  2.5306  0.422
H  2.6548  -3.7450  3.9733  0.349
H  4.3122  -1.9682  4.3141  0.418
H  2.8531  -1.7527  5.3171  0.336
H  3.5325  -0.1587  2.8636  -0.149
H  3.3016  0.3686  4.5466  0.479
H  2.3932  1.8628  2.8287  0.344
H  0.6503  1.8212  2.6769  0.285
H  1.5543  0.9745  1.4981  0.069
H  1.0200  -0.2651  5.6649  0.388
H  -0.2783  0.4921  4.7939  0.332
H  1.1954  1.3689  5.1625  0.453
H  0.8387  -2.3256  5.3435  0.317
H  0.2758  -3.9433  4.8020  0.416
H  -0.6819  -2.4287  4.6184  0.276
C  -4.4124  1.1133  0.2729  -1.642
C  -4.3322  0.5868  -1.2251  1.016
C  -4.8143  1.7759  -2.1272  -1.017
C  -4.6319  1.4835  -3.6359  -0.808
C  -3.1547  1.1677  -3.8980  -1.188
C  -2.6110  -0.0551  -3.0724  1.812
N  -2.9621  0.1577  -1.5906  1.202
O  -2.4284  -0.8820  -0.7198  -1.005
C  -1.1037  -0.0789  -3.2322  -1.922
C  -3.1824  -1.4054  -3.7333  -1.853
C  -5.4658  -0.4929  -1.2666  -1.759
H  -3.7142  1.9370  0.4219  0.195
H  -4.0713  0.3594  0.9824  0.394
H  -5.3800  1.4553  0.6400  0.408
H  -4.2637  2.6702  -1.8352  0.252
H  -5.8540  2.0587  -1.9622  0.440
H  -5.1004  2.2424  -4.2625  0.445
H  -5.2533  0.6444  -3.9489  0.271
H  -2.5752  2.0815  -3.7674  0.353
H  -3.0847  0.9205  -4.9573  0.469
H  -0.5502  -0.9158  -2.8063  0.179
H  -0.6485  0.8643  -2.9304  0.170
H  -0.8630  -0.1524  -4.2928  0.614
H  -2.4643  -1.6597  -4.5130  0.502
H  -4.1917  -1.4046  -4.1449  0.296
H  -3.1712  -2.2370  -3.0287  0.341
H  -5.6983  -0.7944  -2.2880  0.323
H  -6.4158  -0.1295  -0.8749  0.468
H  -5.2152  -1.4046  -0.7244  0.317
F  1.3720  0.7399  -1.0680  0.345
C  -1.1244  2.7166  -0.6463  -0.342
O  -0.9772  1.8350  0.4327  -0.369
H  -2.1665  3.0032  -0.7874  0.215
H  -0.6805  3.6583  -0.3234  0.399
H  -0.6290  2.3853  -1.5589  -0.218
H  -1.2450  2.3731  1.1812  0.175
C  4.6862  0.3476  0.4639  -0.441
O  4.0279  1.5404  0.0796  -0.560
H  3.9199  -0.4177  0.5871  -0.025
H  5.3615  0.0826  -0.3497  0.267
H  5.2715  0.4402  1.3787  0.338
H  3.1237  1.3969  -0.2095  0.146
C  4.1432  0.5717  -3.1176  -0.555
O  3.3623  -0.4318  -2.5492  -0.503
H  4.5028  1.2669  -2.3590  0.159
H  5.0208  0.3045  -3.7064  0.290
H  3.5222  1.1711  -3.7833  0.236
H  2.6859  0.0442  -2.0619  0.085
C  2.2779  3.9163  -1.7662  -0.520
O  1.6067  2.9810  -2.5576  -0.578
H  3.3205  3.6552  -1.5848  0.191
H  2.2260  4.9367  -2.1459  0.341
H  1.7428  4.0641  -0.8282  0.146
H  1.5755  2.1406  -2.0947  0.130
C  1.6036  -2.5580  -1.1205  -0.545
O  0.3173  -2.2565  -0.7135  -0.227
H  1.6268  -2.4961  -2.2085  0.309
H  2.2392  -1.7741  -0.7086  -0.162
H  1.7918  -3.5673  -0.7543  0.501
H  -0.1231  -3.0892  -0.8985  0.208

Forces on atoms 1 to 2 (eV/Å):
-1.48 -0.79 0.72
-1.20 -0.91 -0.47